No. 1
One molecule with the formula C16H19N3O4 at a distorted geometry, computed with wB97M-V/def2-TZVPD.

Results
Frontier orbital gap in eV: 8.68
E_HOMO in eV: -8.18
Calculated total energy in eV: -29560.3393

Geometry (Å):
O  5.23  -0.21  0.28
O  2.88  1.47  0.33
O  0.01  -3.78  0.14
O  -3.97  -2.26  0.68
N  -2.24  0.35  -0.87
N  -0.83  -1.92  -0.83
N  -3.08  -0.30  -0.03
C  3.95  -0.65  0.16
C  2.63  -2.67  -0.10
C  -2.46  1.63  -0.70
C  0.16  -2.63  -0.24
C  1.55  -0.53  0.02
C  -2.18  -2.41  -0.91
C  -1.73  2.67  -1.47
C  5.54  1.16  0.41
C  -3.45  1.84  0.29
C  3.85  -2.04  0.03
C  -3.16  -1.69  0.00
C  2.77  0.11  0.17
C  -4.83  0.19  1.71
C  1.46  -1.91  -0.12
C  1.71  2.25  0.31
C  -3.83  0.59  0.70
H  1.03  1.99  1.13
H  4.77  -2.60  0.04
H  -0.70  -0.96  -1.12
H  0.64  0.05  0.06
H  -2.44  3.26  -2.05
H  -2.16  -3.47  -0.63
H  -5.25  1.07  2.19
H  -1.03  2.20  -2.16
H  -4.37  -0.45  2.47
H  2.04  3.28  0.43
H  -2.55  -2.32  -1.94
H  -5.63  -0.39  1.25
H  -3.82  2.78  0.64
H  2.56  -3.74  -0.19
H  5.11  1.59  1.32
H  1.18  2.16  -0.64
H  5.20  1.74  -0.45
H  -1.20  3.34  -0.80
H  6.62  1.20  0.47

=====

No. 2
A 20-piece molecular cluster, C16H53BrINO22S2 overall at a distorted geometry, computed with wB97M-V/def2-TZVPD.

Results
Frontier orbital gap in eV: 8.81
E_HOMO in eV: -8.90
Calculated total energy in eV: -163800.9052

Geometry (Å):
I  2.92  3.72  -2.63
Br  3.07  -3.64  -2.68
S  3.00  -1.35  2.32
S  -2.81  -2.92  0.50
O  -1.98  0.49  -0.50
O  1.83  2.45  0.40
O  -9.01  -5.11  5.61
O  -2.79  -4.36  0.44
O  -8.50  -6.12  8.19
O  1.16  4.47  2.55
O  -1.93  -1.86  -4.03
O  -0.01  6.99  2.36
O  2.11  4.78  -6.11
O  0.05  3.21  -7.59
O  5.01  0.63  1.14
O  6.70  0.10  -4.66
O  -8.15  -3.06  8.13
O  -3.64  0.14  -2.91
O  0.81  1.86  3.58
O  -6.70  -3.55  4.58
O  -3.92  -2.37  1.24
O  -0.60  3.92  -1.91
O  1.71  -4.65  3.27
O  6.95  4.20  -5.14
O  -2.33  5.83  -3.14
O  -6.79  -2.54  1.34
N  2.28  -3.27  0.21
C  1.15  -2.68  0.87
C  3.21  -2.26  -0.21
C  5.16  2.11  -1.42
C  -1.05  -1.56  2.17
C  4.57  -1.30  -1.93
C  3.68  -2.26  -1.50
C  4.57  -0.33  0.26
C  0.22  -1.22  2.57
C  5.00  -0.34  -1.06
C  -0.13  -2.99  0.51
C  4.82  2.66  -2.81
C  -2.84  -2.39  -1.24
C  3.67  -1.29  0.66
C  1.31  -1.76  1.92
C  -1.22  -2.43  1.13
C  5.95  0.78  -1.49
H  0.32  2.53  3.09
H  -1.20  -1.47  -3.53
H  5.70  2.84  -0.81
H  0.79  2.18  4.48
H  -2.23  6.77  -2.97
H  1.15  5.04  1.77
H  -0.25  -3.68  -0.33
H  0.41  -0.52  3.37
H  -3.68  -1.74  -1.47
H  2.45  4.38  -5.31
H  -7.01  -3.41  1.70
H  -0.22  7.92  2.43
H  6.73  0.80  -0.72
H  -5.84  -2.44  1.52
H  2.05  4.56  2.90
H  0.23  3.37  -8.52
H  5.51  3.41  -3.18
H  -6.43  -4.47  4.48
H  -1.71  -1.67  -4.95
H  0.92  -4.95  3.74
H  1.38  2.07  1.16
H  4.25  0.95  1.64
H  1.36  -4.06  2.59
H  7.86  4.31  -4.85
H  -2.76  0.20  -0.01
H  -7.91  -3.99  8.04
H  0.34  4.10  -1.76
H  -8.28  -4.49  5.54
H  -1.90  -1.86  -1.45
H  -8.00  -6.87  7.87
H  -1.65  5.41  -2.59
H  7.06  0.56  -5.43
H  1.56  5.51  -5.80
H  -9.00  -6.47  8.94
H  6.89  4.75  -5.94
H  -2.33  1.08  -1.17
H  4.21  1.96  -0.90
H  4.90  -1.31  -2.97
H  2.78  -3.80  0.93
H  -3.51  -0.60  -3.51
H  -2.89  -3.26  -1.91
H  -1.91  -1.13  2.69
H  6.37  0.59  -2.47
H  4.64  1.88  -3.54
H  0.77  3.67  -7.13
H  -9.17  -5.19  6.57
H  -0.73  3.06  -1.51
H  -0.21  6.63  3.23
H  2.39  1.74  0.07
H  -3.70  0.91  -3.49
H  -6.29  -3.10  3.83
H  -7.73  -2.63  7.37
H  7.02  -0.80  -4.75

=====

No. 3
A 11-piece molecular cluster, C15H52O11 overall at a distorted geometry, computed with wB97M-V/def2-TZVPD.

Results
Frontier orbital gap (alpha / beta) in eV: 7.92 / 1.46
E_HOMO (alpha / beta) in eV: -11.57 / -11.57
Charge: +1
⟨S²⟩: 0.754
2S+1: 2
Calculated total energy in eV: -38909.6099

Geometry (Å):
O  -0.02  -0.65  2.68
O  -2.39  0.38  4.07
O  -1.72  -2.80  4.47
O  5.16  -2.55  1.90
O  -2.34  -2.11  -3.09
O  -2.21  5.11  -0.56
O  1.36  -3.27  3.11
O  1.51  5.12  2.45
O  0.20  0.41  5.37
O  0.36  -3.56  -2.84
O  -2.45  3.55  3.29
C  -4.26  4.26  -1.42
C  -3.41  -0.06  -3.44
C  -1.54  -0.89  -5.08
C  5.42  -0.35  2.52
C  1.58  -3.14  -3.43
C  -2.78  4.51  -1.66
C  4.50  -1.35  1.77
C  -0.19  1.37  1.48
C  -2.04  -0.82  -3.58
C  2.64  -4.09  -2.89
C  4.18  -1.09  0.35
C  0.27  -0.10  1.43
C  -2.10  3.16  -1.94
C  -0.49  -0.84  0.38
C  1.86  -1.74  -2.92
H  1.68  -3.26  -4.51
H  -3.15  4.16  3.53
H  0.15  0.21  4.44
H  -2.80  2.69  3.52
H  1.77  -3.95  2.58
H  -4.74  4.04  -2.37
H  -2.05  -1.91  4.31
H  2.89  -1.50  -3.20
H  -0.52  1.74  0.51
H  3.56  -0.23  0.08
H  -3.23  -2.03  -2.73
H  -0.34  -3.02  -3.22
H  3.58  -1.50  2.33
H  0.48  -0.41  5.78
H  4.78  -3.24  1.34
H  -2.30  2.40  -1.18
H  -0.27  -1.91  0.44
H  6.41  -0.20  2.07
H  3.69  -2.01  0.02
H  2.70  -3.87  -1.82
H  -2.66  5.30  -2.40
H  1.33  -0.24  1.26
H  -4.63  5.20  -1.02
H  -2.27  4.45  0.13
H  -2.07  0.24  4.96
H  -0.80  -2.76  4.22
H  -0.14  -0.55  -0.61
H  -1.72  -1.89  -5.46
H  0.59  2.00  1.91
H  1.83  -1.61  -1.84
H  -3.45  0.86  -4.02
H  1.07  -1.10  -3.32
H  -2.16  -0.24  -5.69
H  -2.44  2.82  -2.91
H  -1.27  -0.40  -2.95
H  -0.51  -0.57  -5.26
H  -0.87  -0.28  2.94
H  0.83  4.56  2.83
H  -3.29  0.03  4.09
H  -1.02  3.31  -1.94
H  3.55  -3.83  -3.43
H  1.38  -2.49  2.56
H  -1.58  -0.76  0.45
H  4.93  0.62  2.58
H  5.62  -0.77  3.51
H  -4.44  3.48  -0.68
H  2.25  5.04  3.06
H  5.09  -1.03  -0.24
H  -3.62  0.21  -2.41
H  -1.05  1.44  2.14
H  -4.30  -0.58  -3.78
H  2.40  -5.14  -3.05